Entry 1:
Formula: C17H20CoN4O4PSTe
Source: the Open Molecules 2025 dataset
Level of theory: ωB97M-V/def2-TZVPD

Computed properties:
strongest force on any atom = 0.03472 Eh/bohr
charge = +1
orbital gap (spin up / spin down) = 7.141 / 7.097 eV
spin multiplicity = 4
⟨S²⟩ = 3.759

Each line ends with the natural charge from an NBO analysis.
Cartesian coordinates (Å):
1 Co -1.26 0.11 -0.64  1.368
2 S 0.92 1.96 6.35  0.997
3 N -0.30 2.50 5.45  -0.592
4 C -0.29 1.87 4.28  0.093
5 C -1.20 2.07 3.20  -0.072
6 C -2.26 2.98 3.23  -0.092
7 C -3.06 3.09 2.11  -0.231
8 C -2.79 2.30 0.99  0.082
9 N -1.80 1.43 0.95  -0.530
10 C -1.00 1.30 2.03  0.153
11 C 0.08 0.35 1.94  0.252
12 N 0.18 -0.35 0.80  -0.578
13 C 1.16 -1.24 0.67  0.095
14 C 2.12 -1.45 1.65  -0.239
15 C 2.05 -0.73 2.83  -0.088
16 C 0.99 0.17 3.00  -0.120
17 C 0.79 0.94 4.18  0.179
18 N 1.53 0.92 5.28  -0.613
19 H -2.42 3.58 4.11  0.252
20 H -3.89 3.79 2.09  0.246
21 H -3.40 2.38 0.11  0.222
22 H 1.17 -1.80 -0.25  0.239
23 H 2.91 -2.16 1.48  0.244
24 H 2.77 -0.86 3.62  0.251
25 C -3.44 -1.72 0.58  -0.258
26 O -3.11 -0.99 -0.59  -0.764
27 H -2.70 -2.50 0.79  0.185
28 H -4.43 -2.16 0.49  0.200
29 H -3.44 -1.00 1.40  0.190
30 H -3.20 -1.59 -1.35  0.513
31 C 3.45 1.18 -1.72  -0.622
32 C 2.27 0.96 -2.65  -0.076
33 O 1.47 -0.09 -2.12  -0.856
34 P 0.06 -0.43 -2.81  2.018
35 O -0.58 -1.49 -1.97  -1.182
36 Te -1.25 1.59 -2.76  -0.427
37 O 0.40 -0.89 -4.30  -0.820
38 C 1.23 -2.05 -4.51  -0.071
39 C 0.42 -3.32 -4.46  -0.639
40 H 4.12 1.91 -2.15  0.230
41 H 3.98 0.24 -1.58  0.214
42 H 3.10 1.54 -0.76  0.207
43 H 2.61 0.69 -3.65  0.187
44 H 1.66 1.87 -2.72  0.199
45 H 2.03 -2.08 -3.76  0.178
46 H 1.68 -1.91 -5.49  0.206
47 H -0.19 -3.34 -3.56  0.225
48 H 1.08 -4.19 -4.46  0.224
49 H -0.25 -3.39 -5.32  0.220

=====

Entry 2:
Formula: ClFS2
Source: the Open Molecules 2025 dataset
Level of theory: ωB97M-V/def2-TZVPD

Computed properties:
strongest force on any atom = 0.02675 Eh/bohr
relative energy (zero: lowest compared OMol25 entry of this formula, charge and spin) = 358.8 kJ/mol
charge = 0
orbital gap (spin up / spin down) = 5.051 / 5.172 eV
spin multiplicity = 1

Each line ends with the natural charge from an NBO analysis.
Cartesian coordinates (Å):
1 F -1.41 -0.85 0.12  -0.470
2 S -1.42 0.77 0.27  0.452
3 S 1.42 0.06 -1.16  0.041
4 Cl 1.41 0.02 0.78  -0.023

=====

Entry 3:
Formula: C9H12N4O
Source: the Open Molecules 2025 dataset
Level of theory: ωB97M-V/def2-TZVPD

Computed properties:
strongest force on any atom = 0.08450 Eh/bohr
relative energy (zero: lowest compared OMol25 entry of this formula, charge and spin) = 482.9 kJ/mol
charge = 0
orbital gap = 7.812 eV
spin multiplicity = 1

Each line ends with the natural charge from an NBO analysis.
Cartesian coordinates (Å):
1 C 2.36 -2.00 -0.51  0.227
2 C 2.51 2.53 -0.32  0.203
3 C 3.01 0.75 0.70  0.206
4 C 1.39 -1.65 0.53  -0.455
5 C 0.89 -0.38 0.79  -0.041
6 C -3.63 -0.62 0.45  -0.620
7 C -0.98 -0.24 -1.42  -0.749
8 C -2.20 -0.52 0.95  -0.491
9 C -1.42 0.31 -0.08  0.656
10 N 3.09 -2.37 -1.33  -0.356
11 N 3.47 1.91 0.34  -0.443
12 N 1.36 1.80 -0.24  -0.320
13 N 1.69 0.61 0.34  -0.168
14 O -1.28 1.48 0.14  -0.645
15 H 2.57 3.53 -0.84  0.234
16 H 3.64 -0.01 1.00  0.232
17 H 1.07 -2.55 1.02  0.235
18 H -3.52 -1.33 -0.45  0.210
19 H -3.95 0.44 0.28  0.223
20 H -4.16 -1.15 1.34  0.224
21 H -0.85 -1.36 -1.29  0.239
22 H 0.08 0.02 -1.85  0.238
23 H -1.64 0.09 -2.14  0.237
24 H -2.19 0.07 1.94  0.223
25 H -1.73 -1.44 1.17  0.223
26 H 0.42 2.09 -0.49  0.476

=====

Entry 4:
Formula: C28H30Cl3N3O5SiSn
Source: the Open Molecules 2025 dataset
Level of theory: ωB97M-V/def2-TZVPD

Computed properties:
strongest force on any atom = 0.04532 Eh/bohr
relative energy (zero: lowest compared OMol25 entry of this formula, charge and spin) = 0.0 kJ/mol
charge = 0
orbital gap = 6.828 eV
spin multiplicity = 1

Each line ends with the Mulliken charge.
Cartesian coordinates (Å):
1 Sn -0.37 0.06 0.16  2.135
2 C -2.90 -2.07 -1.29  -1.346
3 C -1.79 -3.07 -1.19  1.175
4 C -1.60 -4.04 -2.17  -0.704
5 C -0.54 -4.92 -2.08  -0.881
6 C 0.36 -4.83 -1.02  -1.105
7 C 0.20 -3.86 -0.04  1.137
8 C 1.20 -3.73 1.08  -1.167
9 C -0.91 -3.01 -0.11  -0.138
10 N -1.14 -2.00 0.85  0.430
11 C -1.24 -2.25 2.18  -0.143
12 O -1.35 -3.36 2.69  -0.690
13 C -1.36 -1.03 3.01  0.350
14 C -1.59 -1.04 4.38  -0.699
15 C -1.72 0.19 5.02  -0.372
16 C -1.62 1.37 4.29  -0.701
17 C -1.39 1.26 2.93  0.515
18 N -1.28 0.09 2.33  0.014
19 C -1.32 2.43 2.00  -0.417
20 O -1.49 3.56 2.42  -0.696
21 N -1.18 2.08 0.70  0.305
22 C -1.00 3.03 -0.35  -0.102
23 C -1.87 2.97 -1.45  1.405
24 C -3.01 1.99 -1.52  -1.740
25 C -1.66 3.84 -2.51  -0.706
26 C -0.62 4.75 -2.49  -0.959
27 C 0.24 4.79 -1.40  -1.012
28 C 0.07 3.93 -0.33  1.344
29 C 1.03 3.96 0.83  -1.328
30 H -3.58 -2.31 -2.11  0.404
31 H -2.48 -1.06 -1.48  0.015
32 H -3.47 -2.00 -0.36  0.268
33 H -2.28 -4.09 -3.01  0.547
34 H -0.39 -5.67 -2.85  0.404
35 H 1.20 -5.50 -0.97  0.410
36 H 2.06 -4.38 0.90  0.427
37 H 0.75 -3.99 2.03  0.423
38 H 1.55 -2.69 1.15  -0.109
39 H -1.67 -1.98 4.89  0.567
40 H -1.90 0.23 6.09  0.450
41 H -1.73 2.35 4.73  0.566
42 H -3.06 1.36 -0.63  0.177
43 H -2.90 1.36 -2.40  0.290
44 H -3.96 2.51 -1.60  0.512
45 H -2.32 3.80 -3.37  0.500
46 H -0.47 5.42 -3.33  0.405
47 H 1.06 5.49 -1.40  0.395
48 H 1.89 4.59 0.60  0.462
49 H 1.37 2.95 1.07  -0.032
50 H 0.53 4.35 1.72  0.344
51 C 3.78 1.77 0.32  -1.283
52 Si 2.98 0.12 0.64  0.801
53 C 3.70 -0.72 2.14  -1.188
54 C 3.33 -0.95 -0.85  -0.671
55 O 1.36 0.34 0.90  -0.969
56 H 4.84 1.65 0.08  0.432
57 H 3.70 2.43 1.18  0.315
58 H 3.30 2.26 -0.53  0.298
59 H 4.79 -0.76 2.07  0.390
60 H 3.33 -1.74 2.24  0.307
61 H 3.44 -0.17 3.05  0.319
62 H 4.40 -1.10 -0.98  0.554
63 H 2.93 -0.48 -1.76  -0.069
64 H 2.85 -1.93 -0.76  0.211
65 Cl -0.65 -1.93 -4.52  -0.089
66 C 0.16 -0.43 -4.05  0.862
67 Cl -0.55 0.92 -4.93  -0.120
68 Cl 1.89 -0.55 -4.41  -0.126
69 C 0.04 -0.23 -2.51  -0.629
70 O 0.28 -1.21 -1.78  -0.311
71 O -0.28 0.90 -2.10  -0.361

=====

Entry 5:
Formula: CHErF3MgNO3S2
Source: the Open Molecules 2025 dataset
Level of theory: ωB97M-V/def2-TZVPD

Computed properties:
strongest force on any atom = 0.09194 Eh/bohr
relative energy (zero: lowest compared OMol25 entry of this formula, charge and spin) = 276.6 kJ/mol
charge = +2
orbital gap (spin up / spin down) = 4.551 / 4.158 eV
spin multiplicity = 4
⟨S²⟩ = 3.884

Each line ends with the natural charge from an NBO analysis.
Cartesian coordinates (Å):
1 Er 1.43 -2.40 -2.63  1.780
2 N 2.15 0.99 -2.23  -1.044
3 S 0.84 0.67 -1.34  1.352
4 O 0.58 -0.86 -1.24  -1.170
5 S 3.40 -0.22 -2.42  0.861
6 O 3.60 -0.29 -4.03  -0.669
7 C 1.53 0.90 0.40  0.781
8 F 2.27 2.00 0.44  -0.281
9 F 2.28 -0.14 0.73  -0.311
10 F 0.54 1.02 1.26  -0.301
11 Mg -3.93 -2.00 0.06  1.850
12 O -2.77 -0.66 0.62  -1.350
13 H -2.93 0.29 0.60  0.503

=====

Which value of strongest force on any atom does entry 1 give?
0.03472 Eh/bohr

=====

Look up the strongest force on any atom of the fourth one.
0.04532 Eh/bohr

=====

Copy entry 3 word for word.
Formula: C9H12N4O
Source: the Open Molecules 2025 dataset
Level of theory: ωB97M-V/def2-TZVPD

Computed properties:
strongest force on any atom = 0.08450 Eh/bohr
relative energy (zero: lowest compared OMol25 entry of this formula, charge and spin) = 482.9 kJ/mol
charge = 0
orbital gap = 7.812 eV
spin multiplicity = 1

Each line ends with the natural charge from an NBO analysis.
Cartesian coordinates (Å):
1 C 2.36 -2.00 -0.51  0.227
2 C 2.51 2.53 -0.32  0.203
3 C 3.01 0.75 0.70  0.206
4 C 1.39 -1.65 0.53  -0.455
5 C 0.89 -0.38 0.79  -0.041
6 C -3.63 -0.62 0.45  -0.620
7 C -0.98 -0.24 -1.42  -0.749
8 C -2.20 -0.52 0.95  -0.491
9 C -1.42 0.31 -0.08  0.656
10 N 3.09 -2.37 -1.33  -0.356
11 N 3.47 1.91 0.34  -0.443
12 N 1.36 1.80 -0.24  -0.320
13 N 1.69 0.61 0.34  -0.168
14 O -1.28 1.48 0.14  -0.645
15 H 2.57 3.53 -0.84  0.234
16 H 3.64 -0.01 1.00  0.232
17 H 1.07 -2.55 1.02  0.235
18 H -3.52 -1.33 -0.45  0.210
19 H -3.95 0.44 0.28  0.223
20 H -4.16 -1.15 1.34  0.224
21 H -0.85 -1.36 -1.29  0.239
22 H 0.08 0.02 -1.85  0.238
23 H -1.64 0.09 -2.14  0.237
24 H -2.19 0.07 1.94  0.223
25 H -1.73 -1.44 1.17  0.223
26 H 0.42 2.09 -0.49  0.476